25
Properties=species:S:1:pos:R:3:mulliken_charge:R:1 method="wB97M-V/def2-TZVPD" gap_ev=10.587 multiplicity=1 max_force_ev_per_a=4.09 homo_ev=-9.72 de_lowest_kj_mol=202.6 smiles="[H]/N=C(/O)C(CC)(CC)OC"
C -2.405 -0.251 0.718 -1.36
C -1.024 0.275 1.094 -0.80
C 0.053 0.012 0.021 1.62
C 0.284 -1.495 -0.189 -0.80
C 1.456 -1.852 -1.096 -1.26
O -0.287 0.545 -1.239 -0.50
C -0.664 1.900 -1.291 -0.74
C 1.371 0.636 0.492 0.11
N 1.974 0.535 1.636 -0.90
H -3.151 0.119 1.435 0.40
H -2.705 0.086 -0.283 0.30
H -2.443 -1.348 0.736 0.33
H -1.080 1.356 1.290 0.39
H -0.702 -0.187 2.038 0.44
H 0.419 -1.962 0.798 0.28
H -0.645 -1.898 -0.614 0.45
H 1.404 -1.308 -2.048 0.28
H 2.422 -1.625 -0.623 0.28
H 1.442 -2.927 -1.319 0.43
H -1.699 2.052 -0.944 0.25
H 0.009 2.545 -0.704 0.31
H -0.600 2.207 -2.342 0.30
O 2.189 1.202 -0.362 -0.53
H 1.341 0.191 2.352 0.21
H 3.040 1.192 0.447 0.49

78
Properties=species:S:1:pos:R:3:mulliken_charge:R:1 method="wB97M-V/def2-TZVPD" gap_ev="6.724 / 6.108" multiplicity=3 max_force_ev_per_a=0.68 homo_ev="-12.77 / -12.79" de_lowest_kj_mol=12.4 s_squared=2.0290 charge=+2
Mo 1.014 0.452 0.255 -0.96
C 1.626 3.740 3.128 -1.78
C 1.516 2.450 2.406 0.95
N 0.820 2.274 1.326 1.48
N 0.129 3.364 0.868 -1.59
C -0.675 3.087 -0.113 0.73
N -1.420 4.065 -0.636 -0.38
S -0.900 1.475 -0.773 -0.28
C 2.161 1.223 2.888 0.32
C 3.030 1.162 3.962 -0.92
C 3.549 -0.069 4.334 -0.59
C 3.179 -1.205 3.630 -0.95
C 2.321 -1.071 2.557 0.09
N 1.822 0.115 2.194 0.31
H 0.737 4.341 2.960 0.43
H 1.771 3.579 4.193 0.50
H 2.483 4.299 2.743 0.34
H -1.307 5.004 -0.290 0.24
H -1.998 3.906 -1.442 0.22
H 3.299 2.064 4.489 0.47
H 4.234 -0.141 5.167 0.47
H 3.556 -2.181 3.894 0.46
H 2.023 -1.928 1.967 0.52
N 7.845 0.864 -4.549 -0.45
C 6.872 0.927 -3.620 1.19
C 6.240 -0.248 -3.163 -0.96
C 5.241 -0.181 -2.228 -0.35
C 4.862 1.063 -1.710 -0.11
C 5.483 2.241 -2.145 -0.59
C 6.474 2.171 -3.087 -0.88
S 3.571 1.184 -0.609 2.20
O 3.312 -0.137 0.042 -0.58
O 3.715 2.299 0.274 -0.70
N 2.120 1.374 -1.379 -0.32
C 1.842 0.297 -2.242 0.58
N 1.120 -0.638 -1.600 0.44
C 0.762 -1.743 -2.258 -0.08
C 1.138 -1.897 -3.573 -0.91
C 1.868 -0.861 -4.154 -0.31
N 2.227 0.239 -3.496 -0.50
H 8.171 -0.019 -4.900 0.20
H 8.333 1.691 -4.844 0.20
H 6.560 -1.206 -3.549 0.32
H 4.774 -1.085 -1.862 0.49
H 5.188 3.193 -1.727 0.47
H 6.968 3.074 -3.421 0.32
H 0.192 -2.483 -1.708 0.54
H 0.874 -2.782 -4.130 0.44
H 2.179 -0.918 -5.190 0.49
C -6.300 -0.692 -1.786 -1.41
C -5.017 -1.367 -1.321 -0.03
C -4.148 -0.392 -0.546 -0.99
N -2.887 -1.020 -0.116 0.32
C -2.248 -0.911 1.025 0.22
S -0.557 -1.343 1.142 -0.32
N -2.839 -0.525 2.159 0.10
C -4.237 -0.526 2.574 -0.17
O -4.619 0.422 3.193 -0.49
C -5.022 -1.738 2.273 0.70
C -6.412 -1.615 2.271 -0.55
C -7.198 -2.727 2.030 -0.64
C -6.602 -3.964 1.813 -0.43
C -5.219 -4.092 1.837 -0.78
C -4.425 -2.978 2.058 -0.02
H -6.921 -1.388 -2.346 0.39
H -6.090 0.160 -2.434 0.36
H -6.884 -0.335 -0.937 0.34
H -4.459 -1.740 -2.184 0.46
H -5.246 -2.224 -0.687 0.13
H -4.682 -0.012 0.319 0.36
H -3.874 0.466 -1.165 0.52
H -2.340 -1.429 -0.862 0.23
H -2.214 -0.189 2.882 0.23
H -6.858 -0.648 2.464 0.49
H -8.275 -2.635 2.026 0.44
H -7.218 -4.834 1.637 0.43
H -4.761 -5.060 1.693 0.43
H -3.350 -3.093 2.108 0.44

46
Properties=species:S:1:pos:R:3:mulliken_charge:R:1 method="wB97M-V/def2-TZVPD" gap_ev=6.603 multiplicity=1 max_force_ev_per_a=3.86 homo_ev=-8.13 de_lowest_kj_mol=651.6
C 4.238 2.254 -1.483 -1.22
C 3.745 1.830 -0.124 -0.09
O 2.311 2.025 -0.086 -0.31
C 1.704 1.605 1.041 0.60
C 0.281 1.815 0.985 -0.68
N -0.383 2.068 2.151 1.10
O -1.463 2.753 2.074 -0.69
O -0.044 1.577 3.256 -0.60
O 2.320 1.039 1.941 -0.62
H 5.319 2.052 -1.479 0.39
H 3.736 1.658 -2.257 0.27
H 4.050 3.322 -1.680 0.32
H 3.976 0.767 0.029 0.24
H 4.232 2.447 0.642 0.31
H -0.086 2.350 0.122 0.47
C -6.368 0.718 -0.001 -0.84
O -5.637 0.620 1.234 -0.43
C -4.400 0.072 1.206 0.94
C -3.635 0.131 2.396 -0.52
C -2.308 -0.194 2.376 -0.73
C -1.632 -0.597 1.177 0.85
C -0.210 -0.573 1.171 -1.10
C 0.589 -1.171 0.141 0.46
C 1.744 -1.921 0.473 -0.24
C 2.590 -2.423 -0.497 -0.84
C 2.329 -2.197 -1.855 1.13
C 3.245 -2.761 -2.910 -1.45
C 1.203 -1.441 -2.193 -1.30
C 0.347 -0.942 -1.227 -0.36
C -2.483 -0.881 0.072 -0.63
C -3.821 -0.516 0.064 -0.65
H -7.285 1.199 0.326 0.25
H -5.856 1.347 -0.743 0.35
H -6.571 -0.279 -0.416 0.33
H -4.113 0.471 3.315 0.41
H -1.735 -0.177 3.304 0.33
H 0.267 -0.468 2.139 0.76
H 1.936 -2.128 1.523 0.41
H 3.448 -3.056 -0.238 0.36
H 2.789 -2.692 -3.904 0.36
H 4.159 -2.152 -2.912 0.29
H 3.527 -3.810 -2.726 0.36
H 0.955 -1.319 -3.248 0.29
H -0.523 -0.374 -1.539 0.62
H -2.080 -1.392 -0.800 0.71
H -4.408 -0.656 -0.842 0.35

54
Properties=species:S:1:pos:R:3:mulliken_charge:R:1 method="wB97M-V/def2-TZVPD" gap_ev=7.230 multiplicity=1 max_force_ev_per_a=0.71 homo_ev=-2.93 de_lowest_kj_mol=17.6 charge=-2
Pb 0.704 0.577 0.178 1.44
O -3.891 -0.153 -4.606 -0.56
C -2.979 -0.013 -3.596 1.20
C -2.386 1.212 -3.330 -0.38
C -1.470 1.301 -2.298 -0.42
N -1.149 0.248 -1.556 0.57
C -1.741 -0.926 -1.785 0.13
C -2.652 -1.107 -2.811 -0.74
C -1.476 -2.046 -0.773 0.01
O -1.772 -3.201 -1.117 -0.83
O -1.025 -1.639 0.327 -0.54
C -0.878 2.665 -1.902 0.12
O -1.148 3.608 -2.656 -0.77
O -0.227 2.684 -0.823 -0.61
H -4.013 0.714 -5.004 0.28
H -2.620 2.107 -3.896 0.42
H -3.086 -2.085 -2.966 0.54
Cl 2.694 1.196 -1.465 -0.67
C 1.111 -4.423 -2.629 -1.23
N 1.587 -3.184 -2.053 0.37
C 1.600 -2.052 -2.952 -0.91
C 1.767 -3.013 -0.715 0.53
O 1.970 -1.938 -0.162 -0.74
N 1.755 -4.236 0.014 0.15
C 1.359 -4.089 1.410 -0.88
C 2.987 -4.988 -0.123 -1.12
H 0.252 -4.221 -3.274 0.37
H 0.799 -5.092 -1.833 0.41
H 1.889 -4.900 -3.239 0.32
H 2.152 -2.314 -3.860 0.37
H 2.074 -1.197 -2.481 0.19
H 0.581 -1.763 -3.231 0.24
H 0.528 -3.393 1.473 0.23
H 2.175 -3.709 2.038 0.32
H 1.037 -5.068 1.773 0.31
H 3.298 -5.021 -1.168 0.33
H 2.826 -6.011 0.227 0.33
H 3.804 -4.544 0.467 0.37
O 0.798 0.896 4.944 -0.73
C 0.337 1.188 3.830 0.19
O 0.920 1.242 2.719 -0.71
C -1.160 1.580 3.837 0.25
C -1.636 2.255 4.955 -0.49
C -2.969 2.632 5.058 -0.46
C -3.857 2.293 4.055 -0.52
C -3.379 1.617 2.938 -0.18
C -2.039 1.278 2.807 0.34
N -4.321 1.267 1.884 1.04
O -5.514 1.478 2.086 -0.67
O -3.894 0.786 0.856 -0.60
H -0.937 2.470 5.753 0.43
H -3.322 3.176 5.926 0.35
H -4.906 2.540 4.115 0.45
H -1.696 0.769 1.915 0.21

36
Properties=species:S:1:pos:R:3:mulliken_charge:R:1 method="wB97M-V/def2-TZVPD" gap_ev=5.519 multiplicity=1 max_force_ev_per_a=4.33 homo_ev=-1.05 de_lowest_kj_mol=16.4 charge=-2
Pb 0.791 2.094 -0.376 1.12
O -2.105 4.947 1.375 -0.73
C -1.501 4.017 0.798 0.39
O -0.221 3.708 1.101 -0.65
C -2.239 3.195 -0.217 0.51
C -3.653 3.390 -0.427 -0.76
C -4.238 2.527 -1.370 -0.10
C -3.528 1.606 -2.094 -0.62
C -2.125 1.476 -1.819 0.53
N -1.560 2.362 -0.992 -0.31
C -1.284 0.364 -2.483 0.30
O -1.894 -0.493 -3.158 -0.79
O -0.088 0.481 -2.167 -0.53
H -4.136 4.127 0.152 0.55
H -5.301 2.709 -1.664 0.28
H -3.928 1.073 -2.940 0.43
Cl 1.696 -3.245 4.190 -0.28
C 2.108 -1.976 3.194 0.43
C 3.415 -1.868 2.722 0.22
Cl 4.640 -2.974 3.168 -0.27
C 3.790 -0.822 1.842 -0.01
Cl 5.367 -0.332 1.497 -0.27
C 2.743 0.020 1.229 0.38
O 2.939 0.932 0.358 -0.95
C 1.312 -0.112 1.801 0.22
O 0.383 0.605 1.260 -0.70
C 1.136 -1.001 2.891 -0.05
Cl -0.190 -0.714 3.862 -0.27
S 2.529 -3.457 -1.187 -0.11
C 1.393 -2.231 -1.461 0.02
C 0.121 -2.710 -1.621 -0.30
N 0.065 -4.064 -1.451 -0.66
C 1.210 -4.626 -1.229 -0.09
H 1.692 -1.222 -1.511 0.42
H -0.759 -2.097 -1.952 0.24
H 1.420 -5.689 -1.323 0.41

99
Properties=species:S:1:pos:R:3:mulliken_charge:R:1 method="wB97M-V/def2-TZVPD" gap_ev=3.967 multiplicity=1 max_force_ev_per_a=0.39 homo_ev=-1.72 de_lowest_kj_mol=0.0 charge=-1
C -0.622 -3.557 -3.403 -0.31
C 0.359 -4.251 -4.365 -0.50
O 1.618 -3.641 -4.377 -0.32
C 1.753 -2.599 -5.359 -0.35
N 2.635 -1.631 -4.844 -0.54
O 3.007 -0.835 -6.040 -0.49
H -1.049 -4.286 -2.709 0.40
H -1.459 -3.098 -3.932 0.00
H -0.085 -2.795 -2.838 -0.03
H -0.067 -4.284 -5.376 0.35
H 0.518 -5.285 -4.045 0.34
H 2.117 -3.043 -6.315 0.34
H 0.705 -2.209 -5.576 0.02
H 2.235 -0.281 -6.229 0.23
C 3.405 0.177 0.078 -1.47
C 2.643 -0.836 -0.773 0.20
C 1.772 -0.222 -1.866 -0.22
O 0.563 0.376 -1.393 -0.24
C 0.702 1.694 -0.908 -0.66
N 1.874 -1.716 0.119 -0.53
H 2.747 0.678 0.792 0.17
H 4.184 -0.324 0.654 0.40
H 3.875 0.937 -0.548 0.37
H 3.378 -1.455 -1.292 0.41
H 1.487 -1.015 -2.558 -0.26
H 2.339 0.502 -2.462 0.48
H 1.475 2.238 -1.462 0.31
H 0.948 1.714 0.160 0.19
H -0.250 2.205 -1.052 0.21
H 1.464 -2.464 -0.433 0.22
H 1.075 -1.181 0.455 0.30
C 3.052 -3.160 5.604 -1.45
C 2.332 -3.002 4.270 0.79
C 1.484 -4.216 3.873 -0.93
O 2.222 -5.326 3.399 -0.39
C 2.748 -6.176 4.392 -0.64
N 3.295 -2.614 3.242 -0.60
H 3.922 -3.814 5.529 0.34
H 3.400 -2.182 5.934 0.30
H 2.387 -3.564 6.372 0.31
H 1.631 -2.165 4.380 0.17
H 0.835 -3.924 3.044 0.38
H 0.840 -4.528 4.708 0.45
H 2.070 -6.252 5.250 0.29
H 3.728 -5.844 4.746 0.22
H 2.862 -7.165 3.947 0.26
H 2.800 -2.386 2.379 0.16
H 3.847 -3.434 3.005 0.32
C -1.909 6.027 -1.559 -1.51
C -1.246 5.374 -2.768 0.25
C -1.724 5.934 -4.113 -0.77
O -3.005 5.487 -4.516 -0.34
C -4.100 6.191 -3.971 -0.66
N -1.409 3.924 -2.670 -0.34
H -2.929 5.667 -1.423 0.29
H -1.355 5.778 -0.654 0.34
H -1.936 7.114 -1.658 0.37
H -0.173 5.587 -2.713 0.47
H -1.041 5.587 -4.892 0.35
H -1.694 7.033 -4.110 0.43
H -3.868 7.255 -3.852 0.33
H -4.412 5.787 -3.004 0.21
H -4.931 6.090 -4.669 0.25
H -0.874 3.472 -3.406 0.29
H -2.378 3.708 -2.887 0.06
C -4.915 1.431 -3.861 -1.59
C -3.643 0.895 -3.211 1.40
C -3.097 -0.377 -3.866 -0.94
O -3.822 -1.550 -3.541 -0.36
C -4.971 -1.801 -4.317 -0.74
N -3.865 0.738 -1.773 -0.73
H -5.786 0.834 -3.585 0.36
H -5.103 2.453 -3.530 0.35
H -4.832 1.436 -4.950 0.35
H -2.868 1.657 -3.337 -0.27
H -2.083 -0.547 -3.496 0.29
H -3.033 -0.264 -4.956 0.39
H -4.834 -1.466 -5.351 0.35
H -5.864 -1.321 -3.905 0.23
H -5.133 -2.879 -4.318 0.27
H -2.982 0.503 -1.327 0.30
H -4.450 -0.082 -1.638 0.33
C 0.025 1.863 7.332 -1.42
C 0.840 0.743 7.969 0.33
C 2.291 0.675 7.480 -0.76
O 2.449 0.122 6.194 -0.21
C 2.271 1.006 5.103 -0.76
N 0.128 -0.525 7.792 -0.73
H -0.257 1.617 6.308 0.28
H -0.895 2.020 7.894 0.36
H 0.584 2.801 7.318 0.34
H 0.890 0.939 9.046 0.40
H 2.843 0.010 8.151 0.33
H 2.768 1.664 7.530 0.39
H 2.632 2.011 5.346 0.39
H 1.225 1.068 4.791 0.27
H 2.854 0.609 4.272 0.20
H 0.604 -1.257 8.309 0.29
H 0.214 -0.800 6.817 0.31

What is the multiplicity in the fifth record?
1